122
Properties=species:S:1:pos:R:3:mulliken_charge:R:1 method="wB97M-V/def2-TZVPD" homo_lumo_gap_ev=7.457 homo_ev=-7.83 smiles="CN(C)P(=O)(N(C)C)N(C)C.C[C@H]1COC(=O)O1.C[C@H]1COC(=O)O1.C[C@H]1COC(=O)O1.C[C@H]1COC(=O)O1.C[C@H]1COC(=O)O1.C[N+](=O)[O-].C[N+](=O)[O-].C[N+](=O)[O-].C[N+](=O)[O-]" e_lumo_ev=-0.4
C 1.1045 3.2176 -1.4537 -0.5882
N 0.2618 3.9742 -2.4143 1.1666
O -0.8420 3.5416 -2.6485 -0.5530
O 0.7167 4.9723 -2.9179 -0.6360
H 1.9162 2.8461 -2.0739 0.3039
H 0.5343 2.4399 -0.9674 -0.0672
H 1.5279 3.9567 -0.7774 0.3598
C -1.7122 0.5462 3.5310 -0.1541
N -3.0010 -0.0927 3.1739 1.0569
O -3.3156 -1.0872 3.7874 -0.5963
O -3.6008 0.3792 2.2325 -0.5342
H -1.7297 0.7313 4.6027 0.3854
H -1.5960 1.4925 3.0132 0.0307
H -0.8435 -0.0429 3.2565 -0.2344
C 1.1409 -0.8669 -0.1505 0.5138
N -0.1192 -0.9208 0.6336 1.1373
O -0.9089 -0.0066 0.5221 -0.4057
O -0.3743 -2.0069 1.1261 -0.5013
H 1.0291 -1.4352 -1.0706 -0.4195
H 1.9472 -1.3515 0.3902 -0.1183
H 1.2899 0.1770 -0.3949 0.0061
C 2.8668 -0.3003 -5.1266 -0.8739
N 2.4803 0.0301 -3.7405 1.0540
O 2.9664 -0.6319 -2.8387 -0.5138
O 1.7635 1.0019 -3.5883 -0.5339
H 2.7053 0.5418 -5.7887 0.3094
H 2.3164 -1.1648 -5.4921 0.2206
H 3.9236 -0.5566 -5.0893 0.3414
C -3.8176 -0.5364 -1.1167 -1.2235
C -3.5829 -0.8450 -2.5794 1.1832
C -4.4729 -1.9627 -3.1710 -0.4210
O -4.9527 -1.3749 -4.3532 -0.3687
C -4.7004 -0.0624 -4.4135 0.5602
O -5.0895 0.6652 -5.2717 -0.5622
O -4.0691 0.3308 -3.2884 -0.3013
H -3.4738 0.4203 -0.7305 -0.0513
H -3.2885 -1.2782 -0.5066 0.3194
H -4.8746 -0.6510 -0.8745 0.4034
H -2.5331 -1.0089 -2.8107 -0.1637
H -5.3290 -2.3208 -2.5951 0.3439
H -3.8241 -2.8354 -3.2830 0.2444
C 3.9832 -1.3436 3.0010 -1.1028
C 4.7709 -0.2089 2.3634 0.2500
C 6.2852 -0.4114 2.3374 -0.4798
O 6.6390 -0.1476 0.9958 -0.3882
C 5.5436 -0.0906 0.2089 0.5826
O 5.5809 0.0245 -0.9734 -0.5035
O 4.4400 -0.1627 0.9638 -0.1612
H 4.2114 -1.4677 4.0639 0.4741
H 4.1796 -2.3022 2.5233 0.3862
H 2.9201 -1.1138 2.9843 0.0438
H 4.4500 0.7640 2.7397 0.2998
H 6.5276 -1.4344 2.6460 0.2716
H 6.8788 0.2096 3.0077 0.3373
C 2.0115 -5.0721 -4.8426 -1.5741
C 0.7691 -4.4715 -4.2265 0.6362
C 1.0122 -3.5031 -3.0013 -0.4605
O 0.1412 -2.4403 -3.3504 -0.1044
C -0.4860 -2.6446 -4.5114 0.5005
O -1.4355 -2.0252 -4.8978 -0.5360
O 0.1102 -3.6363 -5.1741 -0.3975
H 2.6943 -4.3535 -5.3053 0.3411
H 1.7231 -5.6315 -5.7395 0.3913
H 2.5782 -5.7369 -4.1954 0.3841
H 0.1417 -5.2847 -3.8549 0.2427
H 2.0622 -3.2108 -2.9458 0.2833
H 0.6819 -3.9117 -2.0469 0.2142
C 0.5538 -4.7727 4.6979 -1.5278
C 1.2849 -3.4647 4.8152 0.7812
C 0.5640 -2.2459 4.2073 0.8170
O 0.4626 -1.3041 5.2441 -0.3412
C 0.8441 -1.8806 6.4120 0.4499
O 0.7114 -1.3975 7.4884 -0.5555
O 1.3395 -3.0967 6.2059 -0.4309
H 0.5303 -5.0765 3.6489 0.2213
H -0.4678 -4.7290 5.0724 0.3891
H 1.0844 -5.5466 5.2561 0.3991
H 2.2897 -3.5083 4.3900 0.1487
H -0.3837 -2.6161 3.8023 0.3758
H 1.1015 -1.9802 3.2972 -0.7064
C 3.4767 -7.6234 2.9022 -1.4198
C 2.9352 -6.8776 1.7279 0.4718
C 1.4136 -6.9028 1.5978 -0.5839
O 1.1230 -5.5824 1.0919 -0.2995
C 2.1369 -4.7720 1.4074 0.2379
O 2.1719 -3.5830 1.2664 -0.1601
O 3.2017 -5.4635 1.8211 -0.3677
H 2.9728 -8.5662 3.1237 0.3724
H 3.5011 -7.0539 3.8298 0.3291
H 4.5044 -7.9385 2.7005 0.3579
H 3.3117 -7.1634 0.7424 0.3571
H 0.8377 -7.0680 2.5075 0.3142
H 1.1392 -7.6042 0.8122 0.3407
O -4.2826 6.2675 1.3787 -0.9103
P -3.2879 6.2143 0.2957 0.2620
N -3.9941 6.3202 -1.2386 0.2879
C -5.3484 6.7958 -1.4304 -1.1297
C -3.2537 6.1775 -2.5028 -0.7113
N -2.3865 4.8363 0.1926 0.8261
C -1.3532 4.6929 1.2106 -0.9100
C -3.0464 3.5961 -0.2574 -1.1350
N -2.1254 7.4476 0.3368 0.3321
C -1.9870 8.3126 1.5124 -1.0710
C -1.0372 7.5858 -0.6063 -1.0320
H -5.3627 7.7473 -1.9725 0.3344
H -5.8000 6.9851 -0.4541 0.3363
H -5.9461 6.0337 -1.9386 0.3474
H -2.6582 7.0645 -2.7203 0.1675
H -3.9830 6.0036 -3.2914 0.3834
H -2.6087 5.3012 -2.4245 0.1354
H -1.7934 4.6524 2.2123 0.3145
H -0.8043 3.7551 1.0934 0.0882
H -0.6082 5.4865 1.1733 0.2153
H -2.2680 2.8469 -0.3611 0.1573
H -3.8723 3.3919 0.4322 0.4352
H -3.5742 3.7113 -1.2051 0.3654
H -2.9050 8.2393 2.0993 0.3004
H -1.2266 7.8619 2.1602 0.3171
H -1.8194 9.3537 1.2475 0.3603
H -1.2001 8.4826 -1.2075 0.3062
H -0.9027 6.6831 -1.2042 0.2344
H -0.0589 7.6538 -0.1101 0.3724